Molecular formula: C18H17N5O
Method: DFT, wB97M-V/def2-TZVPD

Values from the calculation:
ΔE to the lowest compared entry with this formula, charge and spin: 5.483 eV
Kohn-Sham gap: 8.55 eV
HOMO energy: -8.3 eV

```
41
Properties=species:S:1:pos:R:3:forces:R:3
N -0.4196 2.8377 2.6615 0.188 3.145 1.888
N 1.7880 -2.8629 -3.5749 0.059 -0.373 -0.953
N -4.8132 0.2761 1.9516 -1.744 1.066 3.317
O 0.9304 -5.4256 -3.2027 -1.130 -0.465 1.849
C -0.8781 1.8993 1.9269 2.979 -2.133 -2.305
C 1.1714 -3.1165 -2.4793 0.536 -0.432 -1.488
C 0.2684 1.3887 1.1485 -1.318 -3.085 -1.720
C 1.3292 2.0914 1.5444 1.228 0.687 -0.516
C -4.4058 0.9864 3.0365 2.025 -0.529 -0.898
C -4.1035 0.1957 0.8594 -0.064 0.420 0.304
C -3.1048 1.5916 3.0857 -1.017 -2.242 -3.254
C -2.8102 0.6608 0.8144 1.380 1.700 1.804
C -0.1189 -1.0950 0.4028 0.405 1.358 -0.635
C 0.0082 -2.1827 -0.4915 -0.305 2.818 2.792
C 1.3687 0.1704 -0.8103 1.638 0.750 -1.935
C -2.2005 1.3753 1.9651 -4.832 -1.081 -0.106
C 0.4913 0.1896 0.1787 -2.743 -1.779 3.475
C 0.9237 -2.0648 -1.4730 1.250 -0.489 -1.723
C 1.6646 -0.8984 -1.6330 -0.387 0.038 -0.230
N 0.7151 -4.4078 -2.2625 0.143 1.870 0.213
N 0.8872 3.0401 2.4024 0.236 -1.277 -0.156
C 1.6430 4.1297 2.9273 -2.017 1.273 2.973
C 2.0810 -1.4702 -4.0293 -1.704 -1.567 0.583
C 2.5012 -0.6312 -2.8576 -0.212 1.027 -0.509
H 1.4955 -5.0507 -3.8613 0.912 1.121 -0.753
H 2.3556 1.9169 1.1866 -0.558 0.607 0.548
H -5.0001 1.0206 3.9862 0.144 -0.117 -1.342
H -4.7450 -0.1945 0.0676 1.097 -0.185 -0.493
H -2.9289 2.1328 3.9501 1.083 1.064 1.355
H -2.2753 0.5955 -0.1017 0.581 -0.093 -0.487
H -0.6654 -1.0684 1.3045 -1.134 -0.874 0.654
H -0.6150 -3.0053 -0.3521 -0.767 -1.418 0.189
H 1.8125 1.0835 -1.0590 0.962 1.387 -0.452
H 0.4106 -4.6260 -1.3218 0.323 -0.928 -0.623
H 2.0345 4.7732 2.2058 0.719 0.643 -1.629
H 2.4395 3.9064 3.6606 -0.504 -0.442 -0.369
H 0.8601 4.7839 3.4501 1.188 -0.951 -0.429
H 2.9182 -1.5025 -4.7137 -0.202 -0.157 -0.502
H 1.1330 -1.1086 -4.5508 1.256 -0.203 0.553
H 2.2590 0.4138 -3.1359 0.647 -0.272 0.224
H 3.5946 -0.7485 -2.8065 -0.341 0.117 0.786
```
Forces are in eV/Å.